81
Properties=species:S:1:pos:R:3:mulliken_charge:R:1 method="wB97M-V/def2-TZVPD" lumo_energy_ev="-10.65 / -10.88" e_homo_ev="-16.3822 / -17.0557" e_above_lowest_ev=0.5383 homo_lumo_gap_ev="5.73 / 6.17" energy_ha=-2457.36893 total_charge=+3
H 0.29 1.82 -3.88 0.490
C -3.30 -0.19 0.75 -0.825
C 0.57 1.08 -3.12 -0.922
O 2.97 -2.28 -1.71 -0.883
N -0.41 1.06 -2.02 0.292
C -1.17 2.78 1.25 -1.279
H 3.34 -7.42 0.24 0.473
N -1.41 -1.58 -1.81 0.228
C -3.66 2.52 0.84 -0.997
H 0.00 -0.33 -4.71 0.481
H -2.01 -1.84 -1.04 0.093
C 0.61 -5.53 0.94 -0.619
O 3.79 -1.96 0.58 -0.646
H -0.49 0.66 5.83 0.556
H -5.75 2.13 0.54 0.483
C -2.40 1.93 0.97 0.611
C 2.72 -6.54 0.33 -0.621
H 5.19 3.67 0.16 0.459
N -0.16 2.00 1.97 0.651
H -0.57 -3.48 -1.68 0.028
H 1.73 -0.07 -4.48 0.442
C 2.17 2.49 1.09 0.660
C 0.46 -2.98 0.61 0.033
N -2.24 0.61 0.91 0.833
H -2.44 1.17 -1.62 0.129
C 0.09 -2.60 -3.54 -0.810
H 2.08 -2.68 4.97 0.528
C 3.09 1.15 -0.56 -0.271
C 4.32 3.04 0.19 -0.501
H -2.07 1.40 -3.31 0.460
H 1.05 -7.62 1.11 0.481
N 0.75 -0.40 2.90 0.489
C 4.22 1.92 -0.64 -1.490
H -3.19 -0.81 -2.72 0.570
H -0.36 -2.45 -4.52 0.418
C 1.45 -1.45 3.34 -0.273
C 3.25 -5.31 -0.06 -1.036
H -1.72 1.34 3.22 0.632
C 0.78 -0.21 -3.95 -0.859
C 0.08 0.34 3.79 0.458
C -4.58 0.32 0.61 -0.906
C 1.43 -6.65 0.82 -0.695
H -1.80 -0.89 -3.74 0.342
H 1.55 2.44 3.09 0.527
H 0.74 -3.48 -3.57 0.445
N 1.30 -2.00 0.12 0.151
N 0.91 -1.46 -3.24 0.390
C 3.28 3.32 1.05 -1.148
C 1.49 -1.82 4.67 -1.073
H -0.37 2.01 -1.65 0.131
C 0.06 0.03 5.14 -1.107
C -4.76 1.70 0.64 -0.680
C -0.66 1.56 3.29 -1.247
H -3.12 -1.25 0.77 0.613
H 1.70 -1.62 -2.59 0.109
H -0.40 -5.60 1.33 0.572
H 2.98 0.26 -1.17 0.778
N 2.07 1.44 0.27 0.713
H 4.27 -5.22 -0.43 0.569
H 1.53 1.40 -2.71 0.457
H -1.80 -3.38 -2.93 0.543
H -5.42 -0.35 0.51 0.525
H 0.76 -1.34 6.63 0.472
S 2.80 -2.52 -0.28 0.897
O -0.67 -2.68 0.99 -0.770
H 3.33 4.17 1.72 0.561
Pb 0.20 -0.04 0.52 1.736
C 0.76 -1.08 5.59 -0.448
H 2.03 -1.99 2.60 0.491
H -0.72 3.14 0.32 0.336
H -0.55 2.37 4.02 0.616
C 1.11 2.74 2.14 -1.427
H 5.02 1.64 -1.31 0.545
C -2.10 -0.66 -2.72 -1.116
H 0.92 3.81 2.21 0.545
H -1.47 3.66 1.81 0.672
C 2.43 -4.21 0.07 0.638
H -3.77 3.59 0.91 0.571
C -1.81 0.81 -2.43 -0.588
C 1.13 -4.30 0.56 0.653
C -0.99 -2.83 -2.44 -0.345

76
Properties=species:S:1:pos:R:3:mulliken_charge:R:1 method="wB97M-V/def2-TZVPD" lumo_energy_ev="-1.11 / -1.05" e_homo_ev="-6.2574 / -6.2587" e_above_lowest_ev=0.7663 spin_multiplicity=2 homo_lumo_gap_ev="5.15 / 5.21" energy_ha=-2641.65852 total_charge=0
C -0.88 -2.90 0.79 -2.171
H -0.03 -3.55 -3.57 0.539
C 2.81 -0.99 -0.34 1.213
H -0.96 4.55 -1.38 0.467
H -4.71 -0.18 0.15 0.366
C 0.65 -2.75 0.82 1.888
P 1.09 -1.54 -0.56 0.501
H 3.64 -2.54 0.91 0.174
C 1.26 -2.48 -2.22 2.217
C -3.95 0.23 0.82 -1.278
C 1.31 -4.12 0.78 -1.865
Au -0.33 0.43 -0.06 1.353
H 2.59 -3.74 -3.32 0.531
H -2.76 -1.38 -1.56 0.446
H 6.41 0.43 -0.33 0.394
N -1.46 0.14 -2.20 0.930
H -4.43 0.38 1.79 0.386
C -3.33 3.68 -0.25 -1.160
C -0.08 2.36 2.45 0.464
H 5.89 -1.63 0.91 0.455
H 0.90 -4.74 -0.02 0.341
H 4.60 1.63 -1.53 0.441
C -2.29 4.67 5.21 -0.013
C -3.17 -0.58 -3.54 -0.474
C -1.31 0.91 -3.24 -0.699
C -0.03 -3.22 -2.53 -1.818
C -1.39 1.99 2.85 -0.082
C -2.51 -0.70 -2.36 -1.030
H 2.38 -4.05 0.64 0.245
H 1.38 -1.81 -4.27 0.597
H 2.29 -4.32 -1.69 0.278
H -1.21 -3.41 -0.11 0.257
H 1.12 -4.64 1.72 0.536
H -1.82 1.09 2.44 0.490
C -2.07 3.06 -0.36 0.507
C -2.10 2.74 3.74 -0.931
C 1.02 -2.03 2.12 -1.576
H -3.54 4.72 -0.45 0.534
C 4.40 0.71 -1.01 -0.498
C 5.40 0.05 -0.33 -0.744
H -0.89 -2.57 -2.38 0.218
H 0.17 5.20 4.31 0.473
C -0.79 3.70 -0.73 -1.191
H -0.53 1.64 -3.32 0.344
H -3.15 -0.49 0.92 -0.007
H -4.00 -1.15 -3.91 0.468
H -0.14 -4.11 -1.91 0.286
C -0.25 4.29 3.91 -0.908
H 2.42 -0.90 -3.18 0.339
C 5.11 -1.12 0.37 -0.830
C 3.83 -1.63 0.36 -0.324
C -1.55 3.91 4.29 0.536
H 0.67 -0.63 -3.18 0.232
H -3.10 2.45 4.03 0.459
N -2.90 5.28 5.96 -0.526
C 2.45 -3.43 -2.29 -1.647
H 2.09 -1.93 2.24 0.349
H -1.35 -1.92 0.83 0.293
H 2.31 0.74 -1.50 0.302
H 0.63 -2.59 2.97 0.579
C 0.64 1.64 1.49 0.169
H -0.12 2.98 -1.21 0.052
H 0.58 -1.03 2.15 0.121
C -4.21 2.71 0.17 -1.066
H -1.21 -3.48 1.65 0.598
H -5.26 2.80 0.37 0.547
H 1.47 3.82 2.76 0.397
S 2.24 1.98 1.13 -0.298
C 0.47 3.53 3.04 -0.592
C 1.45 -1.38 -3.27 -1.793
C -3.45 1.53 0.32 0.104
S -2.45 0.65 -4.51 -0.187
N -2.16 1.76 -0.02 1.152
H -0.28 4.05 0.17 0.119
C 3.11 0.21 -0.99 -1.274
H 3.37 -2.95 -1.96 0.291

84
Properties=species:S:1:pos:R:3:mulliken_charge:R:1 method="wB97M-V/def2-TZVPD" lumo_energy_ev=-0.79 smiles="CCOB(CCCNCc1ccccc1O)P(C)O.O=[N+]([O-])c1ccccc1.O=[N+]([O-])c1ccccc1.O=[N+]([O-])c1ccccc1" e_homo_ev=-7.4567 homo_lumo_gap_ev=6.67 energy_ha=-2465.98143 total_charge=0
H -2.39 -3.66 -1.23 0.199
N 1.06 -4.08 -1.48 0.818
O -0.12 -4.37 -1.59 -0.521
H 4.54 9.47 1.10 0.369
H -3.06 0.60 1.98 0.302
C 3.83 1.35 2.90 -0.145
N 2.56 4.93 3.03 0.966
C 5.68 -0.10 3.41 -0.429
C -4.00 0.48 -0.12 0.657
H 3.73 -3.84 -1.11 0.448
P -0.45 1.05 -1.00 -0.010
B -1.48 0.14 0.35 0.802
O 1.51 -2.95 -1.63 -0.522
H -0.18 0.42 -3.17 0.265
C 2.84 6.54 1.18 -0.234
O -1.19 -1.16 0.91 -0.614
C 4.92 -1.20 3.01 0.062
C 5.13 1.17 3.36 -0.407
H 5.30 -5.66 -0.60 0.380
H -3.82 0.88 -1.18 0.294
H 5.72 2.03 3.66 0.398
H -4.99 -2.03 -1.88 0.350
H -3.39 -2.14 -3.99 0.299
C 3.36 7.73 0.68 -0.504
H 2.22 5.92 0.53 0.471
H -0.94 -1.77 -1.18 0.270
C 4.25 -5.88 -0.72 -0.580
H -5.54 1.61 -5.72 0.333
N 5.51 -2.54 3.04 1.026
C 3.92 6.97 3.31 -0.402
O -7.36 1.95 -3.58 -0.537
H -5.79 1.83 -0.36 0.158
C 1.53 -6.46 -1.03 -0.224
H -0.17 -2.82 0.14 -0.108
H -3.59 -0.32 -5.97 0.313
H -2.58 2.03 0.81 0.151
H -7.76 0.88 -1.16 0.359
C -5.11 -1.25 -2.72 -0.268
C -4.18 -1.32 -3.95 -0.362
H 2.08 -8.50 -0.64 0.370
C 1.39 0.61 -0.93 -0.326
H -7.87 -0.99 -1.28 0.361
H 4.14 6.68 4.33 0.426
C 2.00 -5.15 -1.16 0.045
H 4.49 -7.99 -0.38 0.379
C -1.10 -2.18 -0.12 0.283
H 1.73 0.71 0.17 -0.191
O 4.82 -3.47 2.64 -0.609
H 5.05 8.79 3.43 0.369
C 3.07 0.25 2.50 -0.660
H 0.48 -6.69 -1.14 0.445
H -5.48 1.30 1.41 0.435
C -5.48 0.95 0.32 -0.679
C -4.31 -0.26 -5.08 -0.478
H 3.41 2.35 2.85 0.262
H -7.07 -0.19 0.87 0.273
H -3.37 -2.72 0.01 0.270
H 3.01 -1.87 2.24 0.506
C 2.43 -7.48 -0.74 -0.536
C -2.83 0.90 0.90 -0.704
H 1.62 -0.43 -1.36 0.107
C 4.15 8.54 1.49 -0.369
C -2.35 -3.20 -0.18 -1.012
C -6.37 0.89 -3.67 0.106
C -5.42 0.81 -4.92 -0.389
C 3.35 -4.86 -1.01 -0.178
O -0.96 0.46 -2.57 -0.471
C -7.15 -0.09 -1.22 -0.953
H -2.23 -4.08 0.55 0.278
C 3.79 -7.19 -0.60 -0.405
H 2.06 0.40 2.15 0.753
O 2.79 4.65 4.19 -0.571
H -4.02 -0.67 -0.14 -0.611
O 1.87 4.24 2.27 -0.557
C -6.23 -0.16 -2.52 0.581
O 6.65 -2.65 3.46 -0.607
H 1.94 1.42 -1.54 0.367
C 4.43 8.16 2.80 -0.452
N -6.40 -0.22 0.07 -0.368
C 3.61 -1.03 2.55 -0.570
H 3.14 8.03 -0.34 0.365
H 6.70 -0.23 3.77 0.449
H -8.19 1.55 -3.93 0.340
C 3.12 6.17 2.49 0.100